Computed, not measured: C26H38BeBrClF3KMgN6O14P3S3 as an isolated structure at a distorted geometry, with ωB97M-V/def2-TZVPD.

Calculated values
- 2S+1: 1
- Charge: +1
- Orbital gap: 2.2 eV

Cartesian coordinates (Å):
Br: -1.104 -3.088 4.067
K: -2.544 -3.367 0.320
Cl: -5.106 3.264 3.005
S: 6.923 1.657 4.341
S: 2.289 1.095 -4.922
S: 2.692 1.272 -7.492
P: 3.879 2.372 0.392
P: -0.093 -3.839 2.186
P: 2.674 1.418 -1.202
Mg: 0.295 2.823 -1.564
F: 3.105 2.773 -7.157
F: -4.426 1.314 1.997
F: 1.003 0.728 -4.023
O: -3.515 -0.593 -1.903
O: -3.325 4.046 -2.748
O: 2.537 2.451 -4.475
O: 5.454 1.740 0.428
O: 3.953 0.590 -7.497
O: 3.833 3.866 0.330
O: 3.181 1.919 1.870
O: -2.010 -0.980 -3.472
O: 1.934 -7.301 0.709
O: -3.018 0.961 -3.175
O: 3.216 0.100 -4.463
O: 2.074 1.425 -8.776
O: 5.739 1.239 3.517
O: -1.230 -4.617 1.134
N: -2.330 4.777 0.640
N: -1.755 -1.054 1.279
N: -5.190 3.733 8.856
N: -0.525 1.338 -0.281
N: -4.976 3.736 -4.223
N: 1.666 0.907 -6.344
C: 0.554 -2.298 1.194
C: 6.287 2.409 5.850
C: 2.897 -3.557 1.099
C: -2.790 3.579 0.865
C: 2.001 -2.368 0.780
C: -2.800 2.441 -0.269
C: -3.009 5.018 -4.920
C: -4.314 -1.068 2.402
C: 0.771 -8.984 -0.488
C: 0.616 -7.803 0.452
C: -4.061 0.114 1.330
C: -0.364 -1.023 0.834
C: -1.852 1.224 0.133
C: -2.811 -0.244 -2.886
C: 1.735 0.036 -0.286
C: -5.148 3.733 7.707
C: 7.567 3.180 3.625
C: 3.605 -4.522 1.359
C: -5.095 3.734 6.244
C: -5.670 3.847 -5.491
C: 2.583 -1.171 0.034
C: 0.192 0.149 0.108
C: 2.894 -8.253 0.223
C: 2.130 -9.524 -0.093
C: -3.770 4.237 -3.883
C: -2.488 0.078 0.917
Be: 0.107 -2.251 -1.341
H: 4.143 -5.364 1.877
H: -2.119 -4.558 1.595
H: -4.692 -0.140 0.428
H: -5.423 3.225 -3.475
H: 6.763 3.910 3.515
H: 0.183 -8.114 1.410
H: -2.329 2.896 -1.210
H: 3.666 -1.227 -0.288
H: 5.637 1.613 1.407
H: -5.101 4.415 -6.223
H: -3.224 3.416 1.908
H: 1.729 2.345 -1.718
H: 3.487 1.011 2.104
H: 5.562 3.185 5.602
H: -2.063 5.353 -4.496
H: -5.292 -0.912 2.960
H: -3.581 5.896 -5.223
H: 2.037 -10.138 0.808
H: 3.358 -7.833 -0.676
H: -2.796 4.387 -5.785
H: -4.250 -2.101 1.946
H: -1.992 4.757 -0.345
H: -6.629 4.338 -5.316
H: 5.799 1.633 6.442
H: -0.004 -7.008 0.031
H: -5.850 2.841 -5.873
H: 7.113 2.833 6.421
H: -5.956 4.245 5.810
H: -0.036 -9.711 -0.395
H: 3.671 -8.407 0.976
H: 2.606 -10.126 -0.867
H: -3.837 2.057 -0.497
H: 7.984 2.950 2.644
H: -5.085 2.720 5.842
H: 0.798 -8.634 -1.525
H: -3.501 -0.985 3.196
H: -4.200 4.237 5.875
H: 8.353 3.580 4.266

So, what does the Löwdin scheme give us? The charges, in e, come out as:
1. Br 0.3582
2. K 0.7907
3. Cl 0.0284
4. S 0.8553
5. S 0.4704
6. S 0.4918
7. P 0.4240
8. P 0.6712
9. P 0.9911
10. Mg 1.1472
11. F -0.1926
12. F -0.2561
13. F -0.2563
14. O 0.1181
15. O -0.0237
16. O -0.3397
17. O -0.1830
18. O -0.2719
19. O -0.3121
20. O -0.2027
21. O 0.1368
22. O -0.1717
23. O 0.1855
24. O -0.2947
25. O -0.2723
26. O -0.5879
27. O -0.6470
28. N 0.1119
29. N 0.0336
30. N 0.1118
31. N 0.0397
32. N 0.0243
33. N -0.2920
34. C -0.3262
35. C -0.2562
36. C -0.1037
37. C -0.2181
38. C -0.2464
39. C -0.0895
40. C 0.0023
41. C -0.0393
42. C -0.1706
43. C -0.2123
44. C -0.2351
45. C -0.2505
46. C -0.0947
47. C -0.9433
48. C -0.3214
49. C -0.2876
50. C -0.2561
51. C 0.1593
52. C -0.1478
53. C -0.0551
54. C -0.0373
55. C -0.1969
56. C -0.2050
57. C -0.1683
58. C -0.5283
59. C -0.0497
60. Be 0.7181
61. H 0.0933
62. H -0.0041
63. H 0.1509
64. H 0.1481
65. H 0.0650
66. H 0.1194
67. H 0.0569
68. H 0.1401
69. H 0.0475
70. H 0.0802
71. H -0.0210
72. H -0.1819
73. H 0.0641
74. H 0.0639
75. H 0.0784
76. H 0.1130
77. H 0.0946
78. H 0.1197
79. H 0.1197
80. H 0.0955
81. H 0.0420
82. H 0.0169
83. H 0.0909
84. H 0.0544
85. H 0.0990
86. H 0.0905
87. H 0.0614
88. H 0.0668
89. H 0.1179
90. H 0.1172
91. H 0.1201
92. H 0.1368
93. H 0.0543
94. H 0.0395
95. H 0.1186
96. H 0.0752
97. H 0.0672
98. H 0.0616